[1]
Here is a 11-piece molecular cluster, C66H165N11O22 overall from OMol25. Energies are from wB97M-V/def2-TZVPD.

## Properties
* net charge: 0
* multiplicity: 1
* energy relative to the best compared isomer or geometry (same formula, charge and spin): 1219.0 kJ/mol
* SMILES: COCCNCCOC.COCCNCCOC.COCCNCCOC.COCCNCCOC.COCCNCCOC.COCCNCCOC.COCCNCCOC.COCCNCCOC.COCCNCCOC.COCCNCCOC.COCCNCCOC
* highest occupied orbital energy: -8.47 eV
* HOMO-LUMO gap: 8.682 eV
* LUMO energy: 0.21 eV

Each line ends with the Mulliken charge.
Positions of all 264 atoms, in Å:
C: -4.57677 -1.09820 4.10910  0.10
H: -0.99067 8.24038 -1.35242  0.54
H: 6.06298 -4.14996 2.82247  0.35
C: -0.64095 8.21051 -0.32048  -1.09
H: -0.70727 -1.10115 4.63765  -0.18
H: 3.21999 10.41582 -1.99159  0.42
H: -3.92302 -2.52722 6.44587  -0.24
H: -0.29722 -4.69652 -2.00079  0.23
H: -4.91763 -1.70001 4.95155  0.41
H: 4.90183 -5.77840 -9.79872  0.34
H: 0.21650 -10.92299 1.32269  0.24
C: -0.05690 3.25794 5.92973  -0.53
C: -3.06455 -2.79445 3.25836  -0.11
H: -0.48198 -3.26170 6.49754  0.60
O: -4.21588 -1.94224 3.03120  -0.48
H: 4.63295 8.08430 -3.34977  0.32
C: -1.22549 -7.17890 1.02690  -0.67
O: -1.07064 2.00999 2.06223  -0.10
H: 12.06239 1.18281 -4.26242  0.32
C: -4.82859 -2.95066 -7.61977  -0.39
H: 0.18535 -9.02114 2.80628  0.26
H: -7.62233 6.61320 -0.04105  0.22
N: -0.51030 -8.40112 0.99171  -0.07
O: -0.49848 -11.37405 3.05879  -0.34
N: -3.83437 8.15887 2.04731  0.22
O: 10.05641 0.50220 -4.06326  -0.31
H: -2.00766 0.49530 0.86252  0.25
H: 4.36232 -3.27574 4.15629  0.28
C: 11.37190 0.36463 -4.46711  -0.75
H: -4.73657 -3.76496 -6.90107  0.20
H: -5.96496 6.56413 0.57423  0.14
C: 2.22248 -3.11861 3.09937  -1.08
H: 7.70686 -3.60844 -0.25378  0.32
H: 8.34560 0.09780 -1.68504  0.28
C: -2.09509 -4.31674 -4.83698  -0.97
H: 1.79076 -2.65403 3.98587  0.25
O: -7.55413 3.28962 1.69365  -0.47
C: -2.27433 -5.26604 -7.05964  -0.69
H: -6.66483 2.49858 3.30368  0.27
H: -6.23391 10.07694 1.32038  0.26
N: -3.74346 -3.43673 6.84668  0.00
C: -5.16648 8.67467 2.37878  -0.70
H: 3.49357 -6.38947 -10.46427  0.41
C: 1.62255 -4.15185 1.08572  -0.73
H: -4.12343 -1.93008 9.09261  0.35
N: 0.69744 0.83725 0.21596  -0.27
H: -4.70233 -4.43408 8.49869  0.43
H: -0.71401 3.34416 6.79511  0.40
H: 1.43848 10.46126 -0.41464  0.44
H: 0.85543 2.73342 6.21367  0.39
H: -2.01863 -12.73018 2.88201  0.33
H: -6.94784 0.76696 1.61609  0.40
N: 0.83841 8.42767 -0.53049  -0.05
H: 1.85195 -1.99330 -3.41275  0.61
N: 7.52068 1.68653 -2.89383  -0.36
C: -0.94451 -12.74028 3.06709  -0.79
C: 2.55754 -5.36071 -8.38889  -0.84
C: -0.70003 -10.66200 1.85179  -0.32
O: 4.45612 1.19194 -3.87090  -0.40
H: -0.64332 2.57975 5.30983  -0.15
H: -7.04288 -0.14317 7.79367  0.25
H: -5.57598 3.40910 2.32864  -0.27
H: 7.44727 1.24803 -3.80071  0.27
H: -3.68324 4.48765 4.95732  0.36
C: -2.23051 2.56335 2.68545  -0.59
H: -6.22756 7.08530 -0.96872  0.34
H: 0.29046 -2.58336 -3.84258  0.27
O: -5.40734 -1.28326 7.70378  -0.24
H: 2.40990 9.15173 4.59301  0.43
C: -0.67361 -9.18382 2.15528  -0.72
H: 1.90026 -5.27209 -9.25389  0.49
C: 1.03268 5.61707 3.21395  0.63
H: 1.71009 5.36938 2.39671  0.43
C: 3.10946 -4.17485 -5.48797  -0.25
H: -3.68887 -0.51260 4.34747  0.12
H: -0.36445 -1.46370 -1.66813  0.52
H: -1.94428 3.32040 3.41554  -0.11
H: 10.14889 2.29540 -2.84162  0.33
H: -5.01198 9.38672 0.26503  0.39
H: 2.38346 -3.42422 -5.17558  -0.13
O: -1.71907 -4.27322 -6.22608  -0.13
H: 0.35137 -8.40013 0.46482  0.21
H: -1.61412 -11.06807 1.41859  0.32
H: 0.76507 -4.15214 0.41280  -0.10
H: -3.81669 8.27033 4.94966  0.34
H: 6.61330 -9.83224 -8.89343  0.31
H: 1.27299 -1.36064 -4.88892  0.53
O: -1.47110 -1.37599 6.48663  -0.35
H: -2.56038 7.00033 5.19811  0.42
H: -2.83028 3.00346 1.88878  0.36
C: -1.31201 0.61316 1.69335  0.16
H: 0.52411 1.43961 -1.92704  0.44
H: 1.06866 10.79818 6.67151  0.29
C: 0.92826 -1.70224 -3.91293  -1.19
H: 4.27208 9.66354 -4.25123  0.28
C: -4.60331 -1.67160 -5.54403  -0.40
H: 4.53897 -8.74034 -9.95566  0.36
O: -4.39920 -1.71724 -7.00698  -0.39
H: -3.40865 5.08432 3.33256  0.15
H: -2.41608 6.83468 2.59444  -0.34
H: 2.33239 1.19208 -4.43961  0.37
H: -0.75656 -13.24343 4.01556  0.26
H: 6.19280 1.91575 -1.25188  0.43
H: -5.43674 0.67052 7.93380  0.24
H: -3.81410 -2.27725 -5.09858  -0.04
H: -2.47587 -2.86641 -7.98433  0.26
C: 6.65237 -3.71569 0.00051  -0.84
C: 2.88246 9.39692 -1.80175  -0.60
C: 1.22961 9.72232 6.74008  -0.79
C: -4.13116 5.06492 4.14847  -0.43
C: 3.01109 0.96918 -3.61633  -0.41
C: -5.73417 9.14799 1.04576  -0.77
C: -5.61420 -0.14491 3.35189  -1.58
H: -2.37084 -5.49501 -9.15499  0.47
H: 8.55753 1.81991 -1.22465  0.35
H: -1.78152 -6.21437 -6.84534  0.54
C: 1.35931 9.28280 4.33387  -0.96
H: -5.23067 9.49430 3.09446  0.45
H: 5.40205 2.99330 -3.72480  0.39
H: 3.83536 -2.69944 1.71913  0.21
H: 5.74840 -7.64751 -10.78242  0.38
C: 8.56142 1.10339 -2.04603  -0.55
N: -2.75872 -3.39549 -8.79683  -0.36
C: 5.13791 -7.83144 -9.89836  -0.53
C: -6.05448 -0.16910 8.25246  -0.86
N: 4.40982 -2.33711 3.78641  -0.36
C: -6.68421 7.16508 0.01779  -0.51
O: 0.63224 9.06780 5.57910  -0.23
H: 2.25107 9.38474 6.91546  0.34
H: 3.72418 -4.43499 -4.62625  0.24
H: -6.20447 -0.18299 9.33199  0.41
H: -0.41041 6.45521 0.95518  -0.70
C: 9.95117 1.22586 -2.77015  -0.55
O: 1.20048 -3.46796 2.21433  0.06
H: 0.92388 -6.03993 -7.14292  0.13
C: 0.32917 -5.58730 -2.04803  -0.74
H: -1.07736 8.94590 0.35541  0.44
H: -7.50150 3.60440 -0.39789  0.24
H: 7.68501 -8.76363 -9.76800  0.29
C: -5.00172 -2.29262 8.55850  -0.38
H: 7.64133 -8.86855 -7.95922  0.25
H: 0.95363 -4.35457 -7.29245  0.26
H: 0.03554 5.81813 2.82230  -0.91
H: 0.75956 3.34582 3.75759  0.18
H: -2.39493 -3.05646 8.41255  0.32
C: 0.37010 -0.69001 -1.89164  -0.69
C: -6.04170 1.37199 1.64739  -1.20
H: -6.07815 0.39823 4.17521  0.55
H: -1.01671 -6.42112 1.78207  0.29
H: 2.01438 4.16096 4.51282  0.49
H: -9.09519 3.17986 0.27863  0.30
O: -0.58690 5.88524 -1.09659  -0.53
H: -2.94100 1.93620 3.22395  0.17
H: 1.58418 8.27565 2.36372  0.51
H: 5.91878 0.43914 -2.18139  0.31
H: 11.86313 -0.44875 -3.93307  0.29
H: 2.55996 1.65844 -2.90254  0.06
H: 0.87521 6.85367 4.79523  0.38
C: 5.78260 -2.03559 3.41760  -0.80
H: -2.03523 6.65516 0.37428  0.38
H: 2.75498 -0.01013 -3.21204  0.17
H: -5.56957 -4.01910 7.19309  0.35
H: -1.53882 -5.00327 -4.19877  0.15
H: 3.44399 8.97559 -0.96792  0.33
C: -2.42242 -3.51325 7.42327  -0.86
C: 6.23399 1.48029 -2.25027  -0.63
N: -5.07637 0.61255 2.25237  0.32
H: -2.24100 -4.55845 7.67383  0.47
O: 2.35573 -5.31624 -5.88316  -0.42
H: -0.87886 0.97949 -1.12444  0.34
H: -5.73041 7.92998 2.94049  0.46
C: -4.16062 -3.27017 -8.99946  -0.70
H: 3.20497 -4.48418 -8.41460  0.33
H: 0.34166 -1.14140 6.12846  0.51
C: 3.91936 8.69136 -3.90687  -0.74
H: 0.66838 10.01397 -1.85256  0.41
O: -4.41046 6.39621 4.59794  -0.44
C: 5.10470 2.18168 -3.06076  -0.42
C: 1.41393 9.65210 -1.14454  -0.88
H: -1.57382 -7.01001 -1.04737  0.55
H: 2.41638 -3.69256 0.49667  0.40
H: 6.47941 -1.98098 4.25400  0.36
H: -3.33096 8.89531 1.57368  0.15
H: 0.83047 4.70723 -2.10709  0.31
O: 0.28284 -6.30118 -0.84802  -0.46
H: -2.00285 -3.38820 -4.27357  0.36
H: 1.35328 -5.25837 -2.22437  0.27
H: -4.98815 4.39857 4.05026  0.17
H: 3.20406 -1.23123 2.30346  0.22
H: 0.56831 4.10295 -0.53342  -0.10
H: 0.50588 1.77195 0.54724  0.14
C: 6.39460 -3.20690 2.38802  -0.66
O: -6.81988 8.51190 0.45648  -0.38
C: 3.44892 -2.24196 2.62989  0.09
H: 0.59364 9.29880 7.51743  0.22
H: -2.27252 -7.47698 1.08163  0.34
C: 0.60137 5.03727 -1.09383  -0.31
H: -5.71920 -2.43099 9.36729  0.53
C: 0.05395 0.03110 1.30014  -0.55
H: 7.45517 -3.25023 2.63589  0.49
H: 3.61643 8.14518 -4.80018  0.24
H: 11.24149 0.16949 -5.53155  0.24
H: -2.86742 -3.23535 2.28120  0.24
H: 1.25659 -1.12566 -1.43072  0.29
N: 3.40726 -6.56693 -8.41015  -0.32
H: 0.02350 8.22277 3.23776  -1.06
C: 1.10496 8.12344 3.33081  1.03
H: -1.49882 -8.88472 2.80155  0.40
H: -5.75144 1.51534 0.60658  0.60
C: -0.99020 -6.43438 -0.32893  -0.73
H: -0.05687 -6.27557 -2.79994  0.50
C: -3.35730 7.36601 4.55058  -0.64
H: -4.55164 -4.25250 -9.26444  0.33
H: -1.70695 0.03258 2.52703  -0.08
H: -1.40957 -5.42830 -0.32491  0.33
H: 6.49596 -4.78248 0.16040  0.33
C: 4.19264 -6.59323 -9.65317  -0.76
O: 2.77364 8.73962 -3.10072  -0.29
O: 6.21067 -2.82179 0.99735  -0.17
H: 5.87588 -1.00830 3.06538  0.33
H: -2.03987 8.39817 3.01812  0.33
H: -3.13984 -3.62966 3.95466  0.49
C: 1.62499 -5.20633 -7.18350  -0.04
H: 4.37455 2.62523 -2.38381  0.19
H: 1.09227 7.76847 -1.25237  0.13
H: 3.93804 -6.66481 -7.55647  0.26
O: 0.04028 4.48417 5.17592  -0.31
N: 1.46708 6.82313 3.97740  -0.53
H: 3.76816 -3.88987 -6.30834  0.31
C: -8.01881 3.03937 0.37751  -0.73
H: -4.54013 -0.69504 -5.06399  0.31
H: -0.97543 -4.47325 -8.57236  0.27
H: -0.17791 -0.96881 0.93335  0.09
C: -0.55012 -0.73426 5.65194  0.08
H: -7.87280 1.98070 0.16308  0.35
C: 0.15625 0.66400 -1.25531  -0.41
C: -6.36745 2.66210 2.26786  0.43
O: 0.52616 -0.55321 -3.26835  -0.45
C: -0.99024 6.78893 0.09464  0.88
C: 1.01054 4.33989 4.12763  -0.52
H: 1.88908 -5.18957 1.28621  0.35
C: -1.47322 -2.81139 6.44523  -0.21
H: 0.69212 0.01561 2.18365  0.06
C: -2.87987 7.70474 3.05915  -0.33
H: -1.68878 -3.15219 5.43256  -0.13
H: 10.67231 0.91215 -2.01543  0.41
H: 1.47523 5.56285 -0.70884  0.32
H: 2.57410 -4.10799 3.39190  0.46
H: -0.62204 -13.35373 2.22578  0.32
H: -2.19319 -2.18991 3.51010  -0.40
H: -3.14125 -4.48727 -4.58290  0.41
H: -4.39969 -2.62325 -9.84352  0.40
H: -4.77194 -0.09842 1.60282  0.18
C: -4.80345 -3.57845 7.83104  -1.05
O: 6.06018 -7.84071 -8.83358  -0.27
H: -6.40266 -0.80769 2.99531  0.46
H: -0.46680 0.35248 5.63970  -0.21
H: -3.35021 -5.44062 -7.04943  0.36
H: -5.54482 -2.10628 -5.20831  0.35
C: 7.05799 -8.83717 -8.87945  -0.77
H: 6.18297 -3.35889 -0.91626  0.24
H: 1.17558 10.24953 3.86507  0.42
C: -2.04674 -4.66814 -8.52307  -0.77
H: -5.90068 -2.95306 -7.81654  0.46

[2]
Here is C66H58GeN8OS3Sb3Ti as an isolated structure from OMol25. Energies are from wB97M-V/def2-TZVPD.

## Properties
* net charge: -2
* multiplicity: 4
* energy relative to the best compared isomer or geometry (same formula, charge and spin): 0.0 kJ/mol
* highest occupied orbital energy (alpha / beta): -0.48 / -2.34 eV
* HOMO-LUMO gap (alpha / beta): 4.167 / 5.987 eV
* LUMO energy (alpha / beta): 3.69 / 3.65 eV

Each line ends with the Mulliken spin population.
Positions of all 141 atoms, in Å:
H: 9.13595 0.26413 2.92890  0.00
C: 1.44884 -5.83877 -6.27549  0.08
C: -2.51649 0.73031 -0.55977  0.06
N: 1.33364 -7.55067 -3.77168  -0.07
C: 0.74941 6.17438 1.99052  0.00
S: 0.85188 1.84862 -1.68694  0.00
C: 2.76386 -4.03646 -0.54702  0.00
C: -5.65484 1.15811 4.21512  0.00
C: 1.29111 6.64090 4.28238  0.00
H: -3.49129 7.07514 1.15581  0.00
H: 5.73506 5.47988 -1.46218  0.00
C: 1.65323 1.22178 2.33551  -0.06
H: -8.29333 2.98306 -2.80927  0.00
O: -0.13743 -6.11472 -2.92674  0.07
H: -0.61808 -1.53593 -6.84180  0.00
H: -4.17965 3.71592 -1.90507  0.00
C: -5.10365 1.77931 3.10487  0.00
H: 3.65051 6.10271 -2.63989  0.00
H: 5.96198 -4.63501 0.35327  0.00
C: -0.12309 -4.41596 -5.11783  0.12
C: 3.49028 3.82667 0.46123  0.00
C: 3.60763 5.46235 -1.76615  0.00
C: 5.84390 -0.40354 2.49020  0.00
H: 2.03970 -6.74428 -6.30267  0.01
C: 2.44901 -0.01869 1.89704  0.06
C: -7.55388 2.07577 -1.00918  0.00
C: -1.65901 -5.65679 0.87318  -0.15
H: 5.63160 3.96234 0.49453  0.00
C: 4.77965 5.10499 -1.11332  0.00
C: -7.43697 2.84334 -2.15879  0.00
C: -3.24864 6.12785 1.62260  0.00
S: -1.65970 4.48107 -2.66886  0.01
Ti: -0.54063 0.11590 -0.95992  1.45
C: -2.51498 4.87695 3.52681  0.00
H: -6.11571 4.02830 -3.36788  0.00
C: 1.02041 7.08864 2.99512  0.00
H: -2.13752 -1.60195 -3.47415  0.00
C: -4.38583 1.05481 2.15102  0.00
C: -0.29649 -6.95131 -0.68461  -0.06
C: -6.44588 1.87117 -0.19686  0.00
C: 0.73698 4.80317 2.24041  0.00
H: 0.03599 -8.10375 2.49496  0.00
H: -6.54357 1.24795 0.68569  0.00
C: -4.27634 -0.31962 2.33375  0.00
H: 1.46879 5.25781 -1.83615  0.00
H: 1.31470 1.02063 3.36000  0.00
C: -0.83643 -2.20024 -6.00549  -0.01
C: -3.10116 3.72186 1.47990  0.00
H: 2.35743 2.05247 2.40288  0.00
Ge: -3.59495 2.00910 0.57117  0.00
C: 5.05771 -4.07844 0.13512  0.00
C: 8.15042 0.27885 2.47963  0.00
H: 8.75644 1.46739 0.80166  0.00
C: -3.39075 4.95402 0.89792  0.00
H: 1.87273 -4.55725 -0.87773  0.01
H: 1.82165 -0.36129 -2.98131  0.01
H: -3.74267 4.99919 -0.12429  0.00
C: 0.14226 -7.75023 0.39917  0.12
C: -1.19269 -6.43406 1.93426  0.24
H: -1.39335 -2.94679 -1.05198  0.03
H: 1.86227 -2.09968 -0.62411  0.12
C: 0.41682 1.65561 1.50723  -0.07
H: 5.96906 -2.18208 0.53365  0.00
H: -3.75068 -0.91667 1.59792  0.00
H: -0.73991 -4.21969 -4.24892  0.03
H: 3.91302 -5.83534 -0.35000  0.00
Sb: -1.01011 2.37748 -3.26184  0.00
C: -1.36221 -2.57895 -0.04099  0.15
C: -5.12168 3.24787 -1.63974  0.00
N: -0.44247 -1.52539 -4.78357  0.02
C: -4.82080 -0.95292 3.44424  0.00
H: 1.50380 4.92428 5.55157  0.00
H: 0.54182 6.51812 0.98044  0.00
C: 2.30855 4.17914 -0.18319  0.00
C: 0.21183 -7.07481 -1.99483  0.20
N: -0.26636 -0.89023 -2.70437  0.06
C: 0.63359 -6.45938 -4.01667  0.19
Sb: 3.74633 0.20858 0.15019  0.03
C: 1.28289 5.28032 4.55059  0.00
H: -1.61381 -5.34340 -1.24330  0.05
H: 1.51018 7.34995 5.07258  0.00
C: 2.38294 4.99408 -1.31099  0.00
H: 0.98058 3.31292 3.76297  0.00
H: -0.47604 1.65474 2.14039  -0.01
H: -4.70502 -2.02302 3.56896  0.00
H: 2.11325 -5.11604 -8.16613  0.00
C: -2.81748 6.09512 2.94078  0.00
C: 7.93473 0.95395 1.28717  0.00
H: -3.39664 -4.48840 0.38448  -0.01
C: 1.48768 -4.92337 -7.30237  -0.05
N: -0.79677 -1.43770 0.35448  -0.21
H: -1.49677 -6.21671 2.95084  0.03
H: -2.16798 4.84003 4.55179  0.00
H: 7.26572 -0.94206 4.00476  0.00
C: 2.76532 -2.65521 -0.41794  -0.06
C: -1.09163 -1.39424 -3.61866  0.14
C: 5.06030 -2.69226 0.24039  0.00
H: 0.21038 0.94442 0.66792  0.13
C: -0.30955 -7.48949 1.67124  -0.07
Sb: 0.29198 3.59994 0.45866  0.02
N: 0.82972 -1.11573 -4.64279  -0.02
C: -5.21673 2.45711 -0.49318  0.00
H: -0.72000 -0.63576 2.35705  0.01
H: -1.91167 -2.37538 -5.95422  0.00
C: 0.90724 -0.74234 -3.39657  0.04
N: -1.66714 -2.48034 2.12988  -0.01
C: 5.60919 0.26989 1.29520  0.00
H: 3.10814 -0.31581 2.71419  0.00
C: 0.74697 -3.73984 -7.24961  0.13
C: 7.09855 -0.39808 3.08224  0.00
C: 3.91355 -4.75556 -0.25980  0.01
C: 0.64397 -5.59631 -5.14361  -0.06
H: 0.85037 -8.54466 0.20433  0.02
H: -2.71404 7.00994 3.51116  0.00
H: -3.05955 -0.20461 -0.33367  0.00
H: -3.00186 -4.51970 2.11412  0.00
H: 3.47379 3.22110 1.35915  0.00
C: -2.58169 -4.48593 1.11127  -0.01
N: 1.07904 -7.93482 -2.51519  0.02
H: -5.91813 -0.69526 5.27109  0.00
C: -1.23627 -5.92601 -0.41136  0.22
H: 1.02818 8.15154 2.77936  0.00
H: -5.22652 2.84817 2.97420  0.00
C: -2.65632 3.70304 2.80037  0.00
C: 3.90396 -1.96210 -0.02133  -0.03
H: 1.79439 -0.86022 1.67022  0.00
H: -8.50991 1.63503 -0.74808  0.00
C: -5.50382 -0.21102 4.39459  0.00
H: -6.20034 1.74042 4.94895  0.00
C: -1.02543 -1.42984 1.69803  0.07
H: -2.46161 2.75547 3.29201  0.00
S: -2.95198 0.99018 -2.30503  0.01
C: -0.06597 -3.49670 -6.14760  -0.06
C: -6.21850 3.42946 -2.47046  0.00
C: 6.67318 0.95046 0.70786  0.00
C: 4.72095 4.26973 -0.00842  0.00
H: 6.50799 1.47806 -0.22636  0.00
N: -1.88901 -3.20876 1.02342  0.02
H: 5.04833 -0.96886 2.96167  0.00
C: 0.99977 4.37365 3.53582  0.00
H: 0.82429 -3.01022 -8.04616  0.02